25
Properties=species:S:1:pos:R:3:forces:R:3:nbo_charge:R:1 method="wB97M-V/def2-TZVPD" molar_mass_g_mol=171.20 total_charge=+2 homo_lumo_gap_ev=8.266 homo_ev=-16.97
C -2.69779 2.23346 0.58203 2.20 -0.90 -0.42 -0.036
C -3.19479 1.05725 0.40247 -3.71 -2.94 -1.15 -0.039
C -0.88907 0.89548 -0.03023 0.83 -1.59 -0.25 0.297
C 2.87331 1.75019 -0.11810 0.67 -2.03 0.38 1.002
C -2.15864 -1.06067 0.95062 1.59 -2.72 2.32 -0.464
C -2.46970 -0.55283 -1.36679 0.13 1.37 -2.07 -0.426
C 5.10180 -0.98579 0.41559 1.03 -0.45 2.30 -0.296
N -1.22343 2.06107 0.39036 -1.47 1.64 -0.49 -0.571
N 3.93340 1.04892 -0.22737 2.76 1.40 -1.81 -0.355
N -2.21820 0.04718 -0.00239 1.11 0.93 0.31 -0.342
O 1.88464 2.26053 0.03798 -0.44 0.78 0.01 -0.271
O 3.90962 -0.36324 -0.06110 -1.55 0.70 -0.68 -0.283
H -3.27720 3.09173 0.67049 -0.20 1.75 0.56 0.279
H -4.27711 0.68384 0.33477 1.74 1.01 0.44 0.285
H -2.53309 -2.00299 0.55892 -0.88 0.44 -0.43 0.254
H -1.16525 -1.51612 1.28911 -0.53 1.78 -0.83 0.273
H -2.66484 -0.82999 1.87732 -0.25 0.22 0.02 0.253
H -2.79392 0.39860 -1.99182 1.04 -2.36 0.60 0.248
H -1.52702 -1.12936 -1.68688 -1.28 1.46 0.33 0.267
H -3.28207 -1.31675 -1.40697 0.33 0.95 0.67 0.262
H 5.41597 -0.55108 1.45054 -0.43 -0.81 -1.97 0.226
H 5.91135 -1.04644 -0.31960 -0.17 0.61 0.06 0.222
H 4.75849 -2.04946 0.53972 0.09 1.10 0.08 0.263
H -0.55569 2.86104 0.30191 -0.93 -1.02 0.42 0.463
H 4.71963 1.50963 -0.86474 -1.70 -1.32 1.60 0.489


27
Properties=species:S:1:pos:R:3:forces:R:3:nbo_charge:R:1 method="wB97M-V/def2-TZVPD" molar_mass_g_mol=203.20 homo_lumo_gap_ev=10.022 homo_ev=-9.54
C 2.33210 -0.77054 1.91807 1.22 -0.52 -3.04 -0.602
C 2.01328 -0.14234 0.33048 0.81 -1.64 1.31 -0.159
N 1.01480 -1.02099 -0.37839 -1.03 3.89 1.47 -0.644
C -0.33892 -0.62707 -0.53934 3.12 4.12 2.45 0.694
O -1.18815 -1.26446 -0.96796 -3.35 -5.45 -2.94 -0.579
C -0.93526 0.80070 -0.11010 0.39 -1.37 0.50 -0.106
N -0.08254 1.81108 -0.65738 -1.04 2.05 -2.29 -0.824
C -2.46617 0.94417 -0.40919 1.71 1.04 -2.68 -0.514
C -3.34290 -0.07245 0.14311 -2.03 -2.98 1.31 0.669
N -3.87364 -1.06566 -0.69344 -0.30 -0.07 1.26 -0.828
O -3.61764 -0.11329 1.33278 0.52 0.20 -0.06 -0.609
C 3.28314 -0.15754 -0.55771 1.62 -1.32 0.65 0.770
O 3.55180 -0.92532 -1.46135 -1.07 1.43 1.46 -0.538
O 4.32662 0.58412 -0.01638 -0.62 0.83 -0.53 -0.710
H 2.21118 -1.84048 1.81317 0.23 -0.42 -0.23 0.205
H 3.31642 -0.62255 2.42205 -0.66 0.44 -0.92 0.229
H 1.55635 -0.52693 2.56629 -1.43 1.08 0.95 0.212
H 1.76395 0.91407 0.53857 -0.69 -0.76 -0.69 0.261
H 1.25774 -1.98276 -0.40091 -0.06 -0.77 -0.30 0.416
H -0.86333 0.72610 0.92655 0.23 0.49 2.23 0.192
H 0.06207 1.37421 -1.57181 0.77 0.83 -0.20 0.353
H -0.62999 2.69335 -0.96542 0.99 -1.70 1.13 0.366
H -2.77772 1.96642 -0.03449 0.31 -1.13 -0.73 0.248
H -2.48603 0.77653 -1.52918 -0.34 1.02 0.90 0.215
H -3.94910 -0.95504 -1.67085 0.41 0.13 -0.85 0.383
H -4.21108 -1.98248 -0.33494 0.39 1.67 -0.01 0.409
H 4.07300 1.47914 0.30778 -0.10 -1.07 -0.15 0.489


27
Properties=species:S:1:pos:R:3:forces:R:3:nbo_charge:R:1 method="wB97M-V/def2-TZVPD" molar_mass_g_mol=203.20 homo_lumo_gap_ev=10.280 homo_ev=-10.10
C -2.70222 -1.96111 -0.22396 -0.82 -1.67 -1.65 -0.645
C -1.58517 -1.53193 0.68394 0.30 1.71 0.67 -0.155
N -1.48540 -2.32935 1.88424 -0.58 -1.04 0.25 -0.804
C -1.79489 -0.07610 1.10524 -0.79 -0.06 -0.04 0.696
O -2.79609 0.31964 1.68358 0.82 -0.46 -0.20 -0.595
N -0.80447 0.82020 0.75725 -0.21 -0.54 0.21 -0.636
C 0.53120 0.61239 0.23516 1.04 -3.04 1.12 -0.157
C 0.47830 0.29124 -1.22512 0.14 2.16 -1.72 -0.512
C 1.68257 -0.36945 -1.86011 0.12 -0.19 0.05 0.668
N 1.62529 -1.71162 -2.09478 -3.60 -0.05 1.55 -0.802
O 2.65377 0.28332 -2.13875 0.85 0.45 -0.49 -0.594
C 1.34782 1.84998 0.50738 -0.25 2.97 3.16 0.771
O 1.15433 2.47423 1.57597 1.09 -1.91 -3.24 -0.568
O 2.18381 2.29789 -0.46366 -0.94 0.32 2.56 -0.633
H -3.66890 -2.40689 0.17277 1.01 1.64 0.45 0.244
H -2.44006 -2.87284 -0.76232 0.81 -0.20 -0.20 0.207
H -2.87795 -1.26424 -1.04437 -0.39 0.26 0.26 0.221
H -0.56959 -1.38637 0.25082 -0.86 -1.50 -0.39 0.178
H -1.79088 -3.26807 1.59799 0.55 0.16 0.34 0.349
H -2.24901 -2.05137 2.50429 0.24 0.22 0.00 0.371
H -0.88750 1.54229 1.42437 0.34 1.55 0.45 0.433
H 1.08572 -0.34649 0.69218 -0.95 2.17 -0.17 0.230
H 0.40593 1.35556 -1.71169 -0.69 -2.29 0.05 0.222
H -0.36792 -0.32223 -1.41622 -0.99 -0.02 -0.37 0.233
H 0.67518 -2.14041 -2.07458 1.26 0.53 0.15 0.383
H 2.17038 -2.10698 -2.78626 1.75 -0.61 -1.42 0.402
H 1.85440 1.92274 -1.26619 0.76 -0.58 -1.37 0.494


28
Properties=species:S:1:pos:R:3:forces:R:3:nbo_charge:R:1 method="wB97M-V/def2-TZVPD" molar_mass_g_mol=219.20 homo_lumo_gap_ev=9.888 homo_ev=-9.91
N -1.26010 -2.17723 0.22701 2.59 -0.94 -1.37 -0.877
C -2.38550 -1.40063 0.29683 1.39 -3.14 -0.24 0.665
O -3.27290 -1.76939 1.00729 -1.64 0.46 1.34 -0.588
C -2.44096 -0.29000 -0.61553 0.21 1.12 -2.47 -0.530
C -2.18422 1.02190 0.01740 1.33 2.59 1.69 -0.145
N -2.96255 2.21993 -0.38614 1.01 2.03 1.56 -0.827
C -0.72768 1.32136 -0.07775 4.57 0.96 -1.51 0.692
O -0.18502 2.29298 -0.65835 -2.20 -1.73 1.33 -0.626
N 0.17444 0.36978 0.49399 -0.97 1.30 -1.49 -0.673
C 1.54264 0.42650 0.03782 1.22 0.42 0.75 -0.221
C 2.37080 0.55815 1.29280 -0.78 -2.42 3.22 -0.052
O 3.73976 0.59217 0.93697 2.13 1.63 4.91 -0.751
C 2.04902 -0.83850 -0.78379 -0.09 1.43 0.13 0.821
O 1.26799 -1.71290 -1.12024 1.87 0.95 0.05 -0.611
O 3.38782 -0.73756 -1.09182 -1.78 -1.07 0.30 -0.696
H -1.24189 -3.05332 0.73094 -0.51 0.26 0.24 0.402
H -0.50446 -2.19816 -0.53189 -1.71 0.73 1.28 0.440
H -3.46214 -0.23638 -0.91101 -0.82 -0.10 -0.74 0.277
H -1.74113 -0.41471 -1.49516 -0.99 -0.07 0.77 0.229
H -2.22868 0.95967 1.12837 -0.86 -0.33 -0.49 0.223
H -2.91863 2.77171 0.60600 -0.35 -0.92 -3.72 0.367
H -2.44566 2.83619 -1.17200 -1.13 -1.96 2.67 0.398
H -0.16305 -0.56798 0.65785 -0.13 -0.09 0.15 0.424
H 1.86501 1.38215 -0.41250 -1.13 -0.59 -0.96 0.273
H 2.10855 1.41191 2.05039 0.13 -1.28 -1.94 0.204
H 2.15054 -0.45779 1.88461 0.58 1.99 -0.69 0.151
H 4.20550 0.77397 1.89891 -1.16 -0.80 -3.99 0.509
H 3.86774 -0.20966 -0.37610 -0.78 -0.42 -0.80 0.521